Formula: C2H35NO17
Source: the OMol25 dataset
Level of theory: the ωB97M-V functional and the def2-TZVPD basis

Each line ends with the natural charge from an NBO analysis.
Atoms and positions in Å:
1 H 3.0292 -0.1579 -1.5922  0.476
2 H 1.2912 0.3023 -3.0536  0.540
3 H 1.3738 3.6789 0.1529  0.502
4 H -4.4093 0.8858 -1.1832  0.496
5 C 0.5586 -1.6884 -1.4802  -0.417
6 H -0.3910 -1.1843 3.1200  0.489
7 H -2.8782 -0.8153 -1.7324  0.492
8 H 1.1196 -2.3621 -0.7301  0.224
9 H 2.2479 -2.2884 2.4831  0.484
10 O 3.4722 -1.0377 1.4477  -0.955
11 O -0.8955 -2.0202 3.1097  -0.990
12 H -1.3312 -2.0252 0.8671  0.488
13 H -0.0948 -4.4105 0.9638  0.502
14 O -4.0446 1.7067 2.0002  -1.001
15 O -1.8780 -2.8464 0.7297  -0.968
16 H -2.2831 -2.9861 1.5139  0.480
17 H -1.6668 3.3544 -0.8146  0.497
18 O 1.4256 2.7340 0.3962  -1.002
19 H 3.2457 -1.6544 3.5791  0.488
20 H -0.5168 1.5437 1.0438  0.474
21 H 3.0077 -0.1727 1.4869  0.477
22 H 1.2665 -4.1737 1.5956  0.462
23 O 3.1142 2.1363 2.4588  -0.985
24 O -3.5153 -0.3482 -4.2922  -0.948
25 H -0.3784 -2.7382 2.8206  0.495
26 H 4.3337 1.4057 0.4872  0.490
27 O -0.5708 1.7000 -0.9771  -0.768
28 H 2.7277 2.8479 1.9297  0.504
29 H 3.9144 0.3316 -2.7672  0.476
30 O -0.8130 0.8882 1.6437  -0.945
31 H -1.5459 1.0742 2.0249  0.474
32 H -2.9864 1.5745 -1.0668  0.504
33 O 4.0964 1.0350 -0.3629  -0.949
34 O 0.5252 0.8152 -2.6989  -0.672
35 H 2.9269 2.1596 3.3367  0.478
36 O 3.4770 -0.4591 -2.5271  -0.949
37 H 0.2420 -0.2751 0.3082  0.444
38 O -2.4718 3.9096 -0.5533  -0.975
39 H -3.3641 -1.0477 -3.6727  0.483
40 O -2.4994 -1.5188 -2.2095  -0.990
41 H 1.1166 -1.7655 -2.4331  0.229
42 H -3.3673 0.3729 -3.6571  0.450
43 H -2.6691 3.6813 0.4201  0.477
44 H -2.2988 -2.2312 -1.5145  0.494
45 H -3.7602 1.3385 1.1203  0.497
46 H 0.7111 2.1526 0.1773  0.482
47 O 0.4851 -3.8393 1.5059  -0.952
48 H -4.9199 1.3683 2.3734  0.498
49 O 2.3890 -2.0946 3.4171  -0.974
50 H -0.4001 -2.0678 -1.5215  0.208
51 H 4.1556 -0.8035 0.9106  0.475
52 C 0.1250 0.7671 -1.4739  0.929
53 O -3.3719 0.7251 -1.0624  -0.979
54 N 0.5560 -0.3216 -0.7500  -0.706
55 H 3.1605 0.9793 -0.2072  0.462

Results
Lowest unoccupied orbital energy in eV: -0.077
E_HOMO in eV: -10.5
ΔE to the lowest compared entry with this formula, charge and spin in eV: 3.867
Net charge: 0